[1]
62
Properties=species:S:1:pos:R:3:forces:R:3:mulliken_spin:R:1 method="wB97M-V/def2-TZVPD" e_homo_ev="-12.6379 / -11.4332" spin_multiplicity=2 e_above_lowest_kcal_mol=1.6 e_tot_ev=-209281.8040 charge=+2
V 0.6434 -0.5347 -0.1437 -0.050 -0.340 0.615 1.125
N 0.8066 -2.6677 -0.6003 0.251 0.008 -0.026 0.006
C 1.2451 -3.4462 0.5780 -0.037 -0.115 -0.013 0.000
C 2.2953 -2.6557 1.3392 0.045 0.017 0.039 0.001
N 1.8765 -1.2497 1.5608 -0.063 0.013 0.015 0.006
C 1.1081 -1.0192 2.8083 0.026 0.046 -0.038 0.002
C -0.3558 -1.3877 2.6431 -0.019 -0.057 0.015 0.013
N -0.9093 -0.8042 1.3986 0.115 0.123 0.009 -0.005
H -0.0554 -3.0581 -0.9677 -0.031 0.023 0.012 0.003
H 1.4949 -2.7602 -1.3446 -0.050 -0.013 -0.039 0.003
H 1.6544 -4.4173 0.2896 0.000 0.023 0.056 0.000
H 0.3624 -3.6342 1.1841 0.020 -0.012 0.023 -0.002
H 3.2197 -2.6275 0.7568 -0.019 -0.037 -0.015 -0.004
H 2.5255 -3.1492 2.2880 0.014 -0.011 -0.045 0.002
H 2.7223 -0.6955 1.6436 0.009 0.036 0.053 0.002
H 1.1978 0.0446 3.0359 -0.025 -0.037 -0.007 -0.001
H 1.5439 -1.5836 3.6382 -0.039 0.036 0.019 0.002
H -0.9148 -1.0509 3.5188 0.046 -0.034 0.010 0.000
H -0.4794 -2.4677 2.5867 -0.002 0.013 0.029 -0.001
H -1.2912 0.1184 1.5932 -0.012 0.021 -0.033 0.006
H -1.6782 -1.3854 1.0778 -0.024 -0.078 -0.042 0.004
Br 4.8071 2.2117 -4.5856 0.028 0.034 -0.056 -0.002
C 3.7207 1.2940 -3.3801 -0.166 -0.016 -0.049 -0.019
C 4.2579 0.7604 -2.2153 -0.100 -0.116 0.128 0.007
C 3.4029 0.1184 -1.3459 0.343 -0.032 0.049 -0.011
N 2.0894 -0.0295 -1.5612 -0.113 -0.035 0.052 -0.012
C 1.5821 0.4645 -2.7037 -0.464 0.132 -0.378 -0.023
C 2.3671 1.1400 -3.6284 0.050 -0.027 -0.019 0.007
C 0.1285 0.2516 -2.8811 0.431 0.198 -0.125 -0.003
C -0.5214 0.4522 -4.0916 -0.081 0.024 -0.029 0.015
C -1.8771 0.1901 -4.1889 0.156 0.008 0.085 -0.033
Br -2.7843 0.4424 -5.7980 -0.023 0.017 -0.064 -0.004
C -2.5499 -0.2817 -3.0647 0.028 -0.017 -0.006 0.018
C -1.8368 -0.4557 -1.9023 -0.141 -0.059 0.161 -0.025
N -0.5208 -0.1902 -1.7809 -0.080 0.076 -0.382 -0.059
H 5.3097 0.8511 -1.9889 0.007 -0.005 0.018 0.000
H 3.7831 -0.3001 -0.4224 0.053 0.030 0.011 -0.010
H 1.9295 1.5537 -4.5240 0.036 0.028 -0.016 0.000
H 0.0263 0.7933 -4.9567 -0.017 -0.005 -0.032 0.001
H -3.6042 -0.5127 -3.1010 -0.021 -0.006 0.008 0.000
H -2.3244 -0.8406 -1.0138 -0.042 0.020 -0.031 -0.008
C -3.2801 -3.4774 1.4304 -0.022 -0.044 0.054 0.000
O -2.3263 -3.1566 0.4020 -0.047 -0.100 -0.057 0.001
H -3.1062 -4.4776 1.8272 -0.018 0.013 -0.001 0.000
H -4.3011 -3.3996 1.0573 0.011 -0.008 0.013 0.000
H -3.1442 -2.7533 2.2319 -0.008 -0.006 0.012 0.000
H -2.4792 -3.7702 -0.3246 -0.022 0.037 -0.016 0.000
C 0.5577 4.3886 2.4919 -0.006 0.001 -0.016 -0.001
N -0.5318 3.7209 1.8044 0.018 -0.011 0.029 -0.001
C -1.9183 4.1633 1.9717 -0.009 0.060 -0.050 0.000
C -2.6900 3.2577 0.9992 -0.028 0.018 -0.049 0.000
N -1.6820 2.2439 0.6481 0.000 -0.066 0.103 -0.001
C -0.4411 2.6494 1.0412 0.122 -0.185 -0.075 -0.002
S 0.9997 1.8674 0.5916 -0.038 0.331 0.074 0.001
H 0.2461 4.6167 3.5102 0.023 0.000 0.006 0.000
H 0.8136 5.3156 1.9787 0.012 0.003 0.022 0.000
H 1.4248 3.7342 2.5112 0.002 0.023 -0.003 0.000
H -2.0044 5.2208 1.7238 -0.034 -0.015 0.021 0.000
H -2.2252 4.0252 3.0098 0.007 -0.016 -0.009 0.000
H -3.0144 3.7980 0.1097 0.012 0.010 0.020 0.000
H -3.5567 2.7963 1.4670 0.004 0.028 -0.024 0.000
H -1.7381 1.7554 -0.2327 -0.018 0.052 -0.016 0.005



[2]
63
Properties=species:S:1:pos:R:3:forces:R:3:lowdin_charge:R:1 method="wB97M-V/def2-TZVPD" e_homo_ev=-12.7515 e_tot_ev=-135542.5714 charge=+1
C 3.8033 1.6685 3.6519 -0.053 -0.061 0.066 -0.068
C 4.7452 1.6354 2.4781 0.011 -0.179 0.409 -0.724
Cl 6.1695 0.7124 2.6626 0.138 -0.082 0.002 0.759
C 4.5169 2.2851 1.3475 -0.314 0.254 -0.260 -0.763
Cl 5.5402 2.3286 -0.0182 0.117 -0.005 -0.136 0.768
N 3.3268 3.0737 1.2213 0.201 0.001 0.081 -0.073
C 3.3705 4.4851 1.6328 -0.086 0.052 0.009 0.025
C 2.2489 2.5288 0.7062 0.381 0.146 0.060 -0.295
N 1.1077 3.2370 0.4870 0.175 -0.444 -0.762 0.184
C 0.0612 2.2505 0.1126 -0.276 0.045 0.146 -0.200
C -0.9257 2.8345 -0.8962 0.098 -0.068 -0.035 -0.149
C -2.0548 3.6375 -0.2434 0.017 0.067 0.015 -0.258
C -2.9248 2.8256 0.7145 -0.083 -0.117 -0.201 -0.575
Br -2.4047 3.0106 2.5745 0.082 0.004 0.163 0.678
C 0.8488 0.9489 -0.2143 0.006 -0.014 -0.174 -0.357
C 0.9379 0.6195 -1.7127 -0.011 0.077 -0.091 -0.053
O 2.2401 0.1209 -1.9839 0.110 -0.316 0.038 0.058
C 2.5468 -0.0292 -3.2926 0.037 0.072 0.004 -0.708
F 1.5520 -0.6144 -3.9785 0.141 -0.034 0.019 0.170
F 3.6434 -0.7671 -3.3885 -0.289 0.227 0.022 0.201
F 2.7693 1.1652 -3.8701 0.015 -0.129 -0.024 0.165
O 0.3907 -0.1163 0.5666 0.241 -0.196 -0.025 -0.058
C -0.8507 -0.7469 0.2077 -0.132 0.178 0.011 -0.133
C -1.5403 -1.1870 1.4841 -0.005 0.047 -0.023 -0.407
C -2.8589 -1.8783 1.1465 0.051 -0.053 0.255 -0.033
O -0.7112 -2.0746 2.2228 0.001 -0.141 -0.164 -0.010
N 2.1969 1.2382 0.3260 -1.081 0.209 0.791 0.236
H 4.2024 1.0712 4.4676 0.010 0.031 -0.034 0.079
H 3.6620 2.6874 4.0179 -0.003 -0.051 -0.038 0.089
H 2.8233 1.2551 3.3953 0.037 0.066 0.004 0.085
H 2.9432 5.1288 0.8653 0.077 -0.017 0.021 0.096
H 4.4162 4.7465 1.7730 -0.057 0.022 -0.011 0.110
H 2.8220 4.6281 2.5645 0.019 -0.022 -0.048 0.106
H 1.2480 3.9688 -0.2058 -0.210 0.342 0.343 0.161
H -0.4777 2.0097 1.0329 0.060 0.035 -0.030 0.092
H -1.3563 2.0262 -1.4955 -0.029 0.033 0.073 0.124
H -0.3932 3.4838 -1.6017 -0.021 -0.105 -0.044 0.125
H -2.6967 4.0278 -1.0371 0.057 -0.024 0.007 0.120
H -1.6436 4.5062 0.2768 -0.075 -0.017 -0.019 0.103
H -2.8806 1.7567 0.5001 -0.037 0.060 -0.008 0.049
H -3.9664 3.1294 0.6756 0.055 0.051 0.013 0.063
H 0.2029 -0.1420 -1.9745 -0.088 0.124 0.016 0.137
H 0.7349 1.5141 -2.3081 0.153 -0.032 -0.009 0.139
H -1.5007 -0.0426 -0.3238 0.037 -0.032 0.035 0.123
H -0.6576 -1.6069 -0.4420 0.027 0.016 0.045 0.147
H -1.7297 -0.2960 2.1000 0.064 0.041 -0.116 0.130
H -3.6372 -1.6044 1.8584 0.013 -0.037 -0.053 0.087
H -3.2137 -1.6377 0.1422 -0.009 -0.007 0.078 0.059
H -2.7204 -2.9578 1.2106 -0.004 0.057 -0.117 0.085
H 0.2148 -1.8688 2.0509 -0.099 0.105 0.130 0.084
H 2.4680 0.5505 1.0229 0.527 -0.165 -0.388 0.175
C -2.7721 -6.8253 -0.9592 -0.009 -0.009 -0.009 -0.107
C -3.0577 -6.4162 -2.3974 -0.016 0.002 0.035 -0.257
C -2.8952 -4.9079 -2.6270 0.054 -0.020 -0.024 -0.192
C -3.8136 -4.1265 -1.7979 0.026 -0.215 -0.136 -0.232
N -4.5687 -3.5650 -1.1431 -0.074 0.209 0.114 0.160
H -3.4719 -6.3528 -0.2685 0.004 0.008 0.000 0.071
H -2.8644 -7.9039 -0.8399 0.001 0.001 0.005 0.075
H -1.7598 -6.5423 -0.6625 0.002 0.000 -0.004 0.076
H -4.0705 -6.7086 -2.6785 0.000 -0.004 -0.002 0.114
H -2.3779 -6.9304 -3.0782 0.002 0.016 -0.015 0.109
H -3.0824 -4.6482 -3.6699 0.020 -0.006 0.002 0.118
H -1.8745 -4.5995 -2.3877 -0.004 0.003 -0.014 0.115



[3]
63
Properties=species:S:1:pos:R:3:forces:R:3:mulliken_spin:R:1 method="wB97M-V/def2-TZVPD" e_homo_ev="-11.0004 / -14.5151" spin_multiplicity=5 e_above_lowest_kcal_mol=148.1 e_tot_ev=-68507.7265 charge=+2
P 0.7037 -3.9261 0.6806 -2.528 2.439 -0.806 0.529
P -0.1027 2.6805 1.1362 0.891 -4.065 -1.872 0.020
C 0.1617 0.2187 -0.6580 -1.178 0.018 2.221 0.926
C 0.4512 1.5785 -0.2087 0.693 1.395 0.119 -0.204
H -0.8326 0.0936 -1.2192 0.506 0.708 0.674 0.028
H 0.9856 -0.0477 -1.4402 -0.435 1.409 0.305 -0.037
H 1.5517 1.7059 -0.2758 -0.589 0.174 0.184 -0.013
H 0.0059 2.2193 -1.0142 0.651 0.015 0.376 0.035
C -1.7753 2.9867 0.7342 -1.062 1.567 0.073 -0.002
H -2.2379 3.5168 1.5744 -0.217 -0.015 -0.541 0.000
H -2.3254 2.0494 0.5534 0.567 0.157 0.155 0.004
H -1.8453 3.6208 -0.1657 0.050 -0.150 0.340 -0.001
C 1.2796 3.7443 1.1100 0.061 1.666 0.602 0.005
H 1.1879 4.4543 0.2914 -0.077 0.210 -0.050 -0.002
H 2.2070 3.2003 0.9655 -0.170 -0.397 0.073 0.002
H 1.3431 4.2741 2.0486 0.111 0.462 0.146 0.000
C -1.1023 -4.3125 0.0735 0.935 -0.826 0.529 0.032
H -1.5036 -5.0437 0.8153 0.192 0.543 -0.697 0.007
H -1.0588 -4.7646 -0.9326 0.023 0.109 0.498 0.002
H -1.6883 -3.3889 0.0574 0.194 -0.237 0.161 0.016
C 2.2325 -4.0355 -0.3510 0.164 -0.319 0.358 0.028
H 2.6725 -3.0516 -0.4816 0.118 0.074 0.139 0.013
H 2.0121 -4.4569 -1.3342 -0.162 -0.165 0.213 0.000
H 2.9464 -4.6760 0.1698 -0.035 -0.062 -0.057 0.022
Pt 0.3960 -1.7138 -0.6316 1.050 -1.600 2.651 0.649
C 0.6918 0.9396 -2.7801 1.127 0.997 -1.788 0.702
C -0.7830 0.8801 -2.6454 -2.075 1.133 -1.256 0.664
C -1.6900 0.1300 -3.5822 -0.177 0.157 0.369 0.012
C -1.2732 -1.3502 -3.7862 -0.580 0.353 0.675 0.039
C -0.4238 -1.9534 -2.6634 0.473 -1.597 -1.690 0.065
C 0.9667 -1.9300 -2.7013 0.478 -1.082 -1.690 0.060
C 1.8413 -1.1300 -3.7051 -0.121 -0.121 0.570 0.089
C 1.4235 0.3726 -3.9302 0.704 -0.384 -0.163 0.076
C 0.6555 -2.7551 2.2252 -0.010 -0.004 -0.736 0.066
H 1.2856 1.7075 -2.2869 -0.584 0.011 -0.325 0.057
H -1.3328 1.6906 -2.1135 0.601 -0.239 -0.744 0.071
H -1.7803 0.6420 -4.5682 -0.012 -0.333 0.471 0.052
H -2.7034 0.1270 -3.1194 0.583 0.227 -0.432 0.011
H -2.2071 -1.9320 -3.7671 0.385 0.076 -0.421 0.001
H -0.7982 -1.4585 -4.7751 0.101 -0.272 0.593 -0.001
H -0.9323 -2.7274 -2.0457 0.164 0.058 -1.070 -0.013
H 1.5669 -2.7157 -2.1901 -0.471 0.171 -0.855 0.017
H 1.8345 -1.6237 -4.7003 0.004 -0.102 0.708 -0.001
H 2.8936 -1.1574 -3.3212 -0.884 -0.035 -0.362 -0.001
H 2.3875 0.9094 -3.9868 -0.539 -0.111 -0.416 -0.010
H 0.8889 0.4834 -4.8892 0.144 -0.090 0.313 0.020
H 1.3540 -1.9297 2.4212 -0.024 -0.253 -0.960 0.001
H 1.0705 -3.6086 2.6484 0.847 -1.033 2.760 0.015
H -0.2967 -2.5024 2.7320 0.199 -0.596 -1.019 -0.014
F 1.3807 0.4311 3.9716 -0.964 0.730 0.192 0.001
C 0.6400 1.4384 4.4944 1.492 -0.191 1.720 -0.001
F 0.4109 1.1371 5.7839 -0.080 0.363 -1.139 0.000
F 1.4216 2.5578 4.4292 -0.889 -0.951 0.075 0.000
C -0.6578 1.7102 3.6826 2.040 -0.347 -1.848 -0.053
O -0.0585 1.6897 2.3707 -0.807 -0.012 1.105 -0.034
C -1.7175 0.6058 3.7275 -1.125 -1.132 0.316 0.037
F -2.5880 0.8551 4.7084 0.504 -0.282 -0.329 0.000
F -2.3988 0.5373 2.5609 0.518 0.226 0.620 0.005
F -1.1664 -0.6075 3.9356 -0.140 0.780 -0.119 0.001
C -1.2460 3.0603 4.0040 -1.267 2.372 1.768 0.006
F -1.2429 3.2654 5.3226 0.213 -0.261 -0.589 0.000
F -0.5491 4.0952 3.4379 -0.466 -1.086 0.009 0.000
F -2.5322 3.1901 3.6040 0.883 -0.251 -0.106 0.000